Below is the molecule C6H12N2 in a non-equilibrium geometry, with properties calculated with ωB97M-V/def2-TZVPD.

Geometry as XYZ:
```
20
Properties=species:S:1:pos:R:3:mulliken_charge:R:1
H 1.545 1.414 1.456 0.29
N 0.868 1.867 0.848 -0.72
C -0.141 1.157 0.539 0.50
C -0.653 -0.059 1.258 -0.83
C -0.040 -1.213 0.319 0.74
C -0.410 -1.182 -1.162 -1.50
C 1.470 -1.361 0.493 -1.51
N -1.189 1.782 -0.176 -0.35
C -1.037 2.380 -1.264 -0.32
H -1.740 -0.107 1.215 0.31
H -0.236 -0.105 2.266 0.36
H -0.500 -2.123 0.728 0.31
H -0.139 -2.122 -1.640 0.45
H -1.481 -1.034 -1.290 0.34
H 0.121 -0.385 -1.678 0.28
H 1.736 -1.430 1.546 0.35
H 1.820 -2.263 -0.004 0.40
H 1.992 -0.512 0.055 0.34
H -0.084 2.441 -1.793 0.29
H -1.902 2.852 -1.714 0.27
```

Calculated values
Charge: 0
Relative energy (zero: lowest compared OMol25 entry of this formula, charge and spin): 123.4 kJ/mol
Total energy: -345.28085 Eh
Structure (SMILES): [H]/N=C(\CC(C)C)N=C
Orbital gap: 10.2755 eV
HOMO: -9.473 eV

Below is the molecule C6H12N2 in a non-equilibrium geometry, with properties calculated with ωB97M-V/def2-TZVPD.

Geometry as XYZ:
```
20
Properties=species:S:1:pos:R:3:mulliken_charge:R:1
H 0.640 -1.100 -2.220 0.24
N -0.149 -0.636 -1.769 -0.68
C -0.146 -0.815 -0.479 0.37
C -1.220 -0.140 0.255 -0.84
C -0.967 1.502 0.181 -0.44
C -0.931 1.970 -1.227 -0.92
C 1.122 -1.183 0.214 0.79
C 1.128 -1.283 1.717 -1.36
N 2.122 -1.427 -0.534 -0.67
H 2.959 -1.714 -0.030 0.26
H -2.170 -0.292 -0.254 0.37
H -1.308 -0.432 1.298 0.34
H -0.016 1.677 0.685 0.25
H -1.793 1.921 0.754 0.38
H -0.318 2.849 -1.388 0.34
H -0.406 0.939 -1.849 0.26
H -1.923 2.083 -1.655 0.30
H 0.359 -1.975 2.058 0.34
H 0.924 -0.312 2.167 0.29
H 2.095 -1.632 2.075 0.40
```

Calculated values
Charge: 0
Relative energy (zero: lowest compared OMol25 entry of this formula, charge and spin): 177.8 kJ/mol
Total energy: -345.26014 Eh
Structure (SMILES): [H]/N=C(CCC)\C(C)=N\[H]
Orbital gap: 9.1642 eV
HOMO: -8.933 eV

Below is the molecule C6H12N2 in a non-equilibrium geometry, with properties calculated with ωB97M-V/def2-TZVPD.

Geometry as XYZ:
```
20
Properties=species:S:1:pos:R:3:mulliken_charge:R:1
C 1.877 -0.139 -0.878 -1.74
C 0.645 -0.056 0.112 1.36
N 1.121 -0.878 1.248 -0.62
C 0.131 1.453 0.261 -0.69
N -1.349 1.410 0.136 -0.45
C -1.635 0.040 0.379 -0.09
C -1.789 -1.365 -0.227 -0.62
C -0.524 -0.647 -0.560 -0.69
H 1.464 0.160 -1.898 0.35
H 2.281 -1.176 -0.879 0.43
H 2.639 0.626 -0.544 0.41
H 0.402 -0.540 1.978 0.39
H 2.077 -0.581 1.468 0.32
H 0.150 1.971 1.291 0.24
H 0.525 2.199 -0.481 0.34
H -1.714 1.651 -0.747 0.32
H -1.224 -0.202 1.421 0.09
H -1.858 -2.142 0.585 0.24
H -2.516 -1.499 -1.049 0.28
H -0.704 -0.288 -1.615 0.14
```

Calculated values
Charge: 0
Relative energy (zero: lowest compared OMol25 entry of this formula, charge and spin): 468.3 kJ/mol
Total energy: -345.14950 Eh
Structure (SMILES): C[C@@]1(N)CN[C@H]2C[C@@H]21
Orbital gap: 8.7108 eV
HOMO: -7.668 eV

Below is the molecule C6H12N2 in a non-equilibrium geometry, with properties calculated with ωB97M-V/def2-TZVPD.

Geometry as XYZ:
```
20
Properties=species:S:1:pos:R:3:mulliken_charge:R:1
C -0.743 -0.500 -1.506 -1.71
C -0.420 -0.084 -0.068 2.00
C -1.278 1.126 0.308 -2.00
C -0.743 -1.241 0.886 -1.70
C 1.076 0.243 0.054 0.73
N 1.399 1.468 0.712 -0.53
C 2.048 -0.828 0.061 -0.76
N 1.991 -0.253 -1.056 -0.66
H -0.154 -1.365 -1.802 0.40
H -0.519 0.311 -2.195 0.40
H -1.798 -0.752 -1.593 0.45
H -2.328 0.846 0.290 0.45
H -1.025 1.477 1.305 0.43
H -1.132 1.941 -0.397 0.43
H -1.800 -1.489 0.835 0.44
H -0.171 -2.128 0.619 0.38
H -0.499 -0.964 1.909 0.37
H 1.144 2.268 0.143 0.23
H 2.391 1.526 0.912 0.29
H 2.559 -1.603 0.583 0.36
```

Calculated values
Charge: 0
Relative energy (zero: lowest compared OMol25 entry of this formula, charge and spin): 164.7 kJ/mol
Total energy: -345.26514 Eh
Structure (SMILES): CC(C)(C)[C@@]1(N)C=N1
Orbital gap: 9.8729 eV
HOMO: -8.910 eV